(1)
The following is a DFT calculation (ωB97M-V/def2-TZVPD) of C25H26Cl4IrN6O2 as an isolated structure in a non-equilibrium geometry.

Structure (ORCA input):
```
! wB97M-V def2-TZVPD RIJCOSX def2/J DEFGRID3
* xyz 2 2
Ir 0.23773 0.09548 -0.33676
Cl 2.76172 -0.36802 6.19660
C 1.52951 -0.36919 5.00603
C 1.89441 -0.43311 3.67411
C 0.94418 -0.43774 2.64583
N 1.34278 -0.47097 1.29040
C 2.72326 -0.56182 0.94315
O 3.57857 0.13562 1.42407
C 3.00860 -1.60153 -0.04434
C 4.16042 -2.06121 -0.61470
C 3.81166 -3.14699 -1.46137
C 2.45854 -3.30725 -1.39788
C 0.66330 -2.01130 -0.16215
N 1.95505 -2.35905 -0.52467
C -0.41091 -0.40438 3.01912
C -0.76114 -0.31797 4.36038
C 0.18587 -0.28832 5.36481
Cl -0.30869 -0.15746 6.99837
N -1.49901 -0.47502 2.09113
C -2.09718 0.61009 1.53155
O -3.16163 0.59644 0.95983
C -1.24569 1.84795 1.63279
C -1.59893 2.95089 2.38102
C -0.67331 3.97442 2.52879
C 0.57397 3.85326 1.93346
C 0.84086 2.73894 1.16293
N -0.06324 1.76523 0.99706
H 2.94603 -0.44778 3.44451
H 5.14523 -1.66948 -0.41900
H 4.48763 -3.75373 -2.03957
H 1.81924 -4.03567 -1.86967
H 0.53925 -0.83758 -1.59247
H -1.81017 -0.29076 4.62426
H -2.56825 2.98438 2.85897
H -0.91428 4.84659 3.12168
H 1.33474 4.61001 2.05969
H 1.79925 2.60037 0.67564
Cl -0.65314 -2.98019 -1.14177
C 2.44253 -1.11877 -5.20658
Cl 1.84531 -0.64480 -3.68111
H 1.84937 -1.80237 -5.78731
H 3.37524 -0.68606 -5.52237
C -1.12034 -4.42141 -0.63042
C -1.55787 -0.22307 -1.07209
N -1.87403 0.60630 -2.07595
C -3.21230 0.46824 -2.72483
C -4.26591 1.28499 -1.99916
C -1.03227 1.65396 -2.37776
C -1.34148 2.68015 -3.39666
N 0.02449 1.62887 -1.63429
H -0.41462 -5.23133 -0.58921
H -2.17912 -4.44455 -0.43967
H -1.98022 -1.35255 1.94970
H -0.19399 -2.71758 -2.41265
H 0.42273 -2.35530 0.83328
H -3.44490 -0.59255 -2.68365
H -3.11276 0.74909 -3.77261
H -4.48269 0.84757 -1.02665
H -5.18125 1.31509 -2.58827
H -3.93920 2.31301 -1.83275
H -1.38213 2.21509 -4.38342
H -0.56850 3.44552 -3.40515
H -2.30893 3.14125 -3.20069
H 0.65659 2.41809 -1.66154
*
```

**ΔE to the lowest compared entry with this formula, charge and spin**: 328.0 kcal/mol
**HOMO energy (spin up / spin down)**: -0.4916 / -0.4917 Eh
**Calculated total energy**: -3391.41232 hartree
**<S²>**: 0.754

---

(2)
The following is a DFT calculation (ωB97M-V/def2-TZVPD) of one molecule with the formula C25H26ClN3O2.

Structure (ORCA input):
```
! wB97M-V def2-TZVPD RIJCOSX def2/J DEFGRID3
* xyz 0 1
C -8.69691 -2.37393 -1.57715
O -8.43665 -1.42473 -0.57481
C -7.16577 -0.93265 -0.46237
C -6.09385 -1.28463 -1.26890
C -4.84586 -0.71725 -1.06344
C -4.62682 0.20364 -0.04350
N -3.36982 0.74202 0.24170
C -3.23098 2.17954 0.35797
C -2.06102 2.49401 1.28837
N -0.85117 1.87388 0.78955
C 0.17209 2.65084 0.36329
O 0.11223 3.86811 0.36722
C 1.42442 1.95297 -0.06660
C 1.98973 2.29641 -1.30995
C 3.18405 1.76386 -1.70603
C 3.87888 0.86953 -0.86974
C 5.12408 0.27836 -1.17656
Cl 5.88896 0.66858 -2.68258
C 5.74114 -0.58822 -0.30461
C 5.07594 -0.85088 0.92207
N 3.93146 -0.31196 1.24487
C 3.32128 0.53065 0.39482
C 2.08836 1.09493 0.77506
C 5.66275 -1.79917 1.92636
C 7.16026 -1.99813 1.73408
C 7.43085 -2.36604 0.28099
C 7.07785 -1.19127 -0.62420
C -0.98775 0.45230 0.59089
C -2.18273 0.15304 -0.32888
C -5.71476 0.54515 0.76767
C -6.95755 -0.00463 0.55896
H -8.52243 -1.96343 -2.57755
H -9.75007 -2.63136 -1.47418
H -8.09051 -3.27656 -1.44513
H -6.21028 -1.99458 -2.07297
H -4.04296 -1.00164 -1.72606
H -4.14791 2.61424 0.75156
H -3.03063 2.62959 -0.62930
H -1.88686 3.56953 1.34403
H -2.27035 2.09841 2.28803
H 1.46343 2.99781 -1.93941
H 3.61249 2.02974 -2.66053
H 1.69909 0.84227 1.74911
H 5.14958 -2.75957 1.81512
H 5.43152 -1.42757 2.92536
H 7.69231 -1.07785 1.98393
H 7.51568 -2.78513 2.40111
H 6.82691 -3.23513 0.01083
H 8.48028 -2.62954 0.13920
H 7.83520 -0.40710 -0.51606
H 7.09150 -1.50428 -1.67111
H -0.07824 0.04259 0.15268
H -1.16602 -0.02389 1.56212
H -2.30724 -0.92870 -0.38967
H -1.96716 0.54845 -1.33670
H -5.57748 1.23853 1.58317
H -7.79249 0.26084 1.18792
*
```

**ΔE to the lowest compared entry with this formula, charge and spin**: 0.0 kcal/mol
**HOMO energy**: -0.2783 Eh
**Calculated total energy**: -1743.23397 hartree
**SMILES**: COc1ccc(N2CCN(C(=O)c3ccc4c(Cl)c5c(nc4c3)CCCC5)CC2)cc1

---

(3)
The following is a DFT calculation (ωB97M-V/def2-TZVPD) of C25H26FN6O3 as an isolated structure in a non-equilibrium geometry.

Structure (ORCA input):
```
! wB97M-V def2-TZVPD RIJCOSX def2/J DEFGRID3
* xyz 1 1
F -1.13808 1.91359 -0.10561
C -1.32253 1.68090 1.12264
C -2.17491 2.45381 1.82216
C -2.41928 2.41694 3.14151
C -1.68826 1.49228 3.70369
C -0.96156 0.67748 3.22056
C -0.79119 0.92455 1.89148
C 0.50749 -0.07681 1.13813
C 1.56037 -0.56618 2.06585
N 1.60007 -1.87854 2.18728
N 2.64884 -2.08539 3.27645
N 3.22893 -0.86770 3.50618
N 2.46604 0.15790 2.58568
C 2.62913 1.40254 3.01852
C 2.45803 2.28202 1.68711
C 2.86664 2.07628 0.57852
C 2.60416 2.77131 -0.77367
C 1.66065 3.75144 -0.55943
C 1.14777 3.82382 0.64687
C 1.27117 3.28824 1.88253
H 0.97035 3.55847 2.72567
O 0.08577 5.01809 0.62968
C 0.27869 5.27960 -0.81278
O 1.11570 4.52620 -1.41606
H 0.90730 6.26217 -0.92218
H -0.66533 5.15423 -1.45030
H 3.16281 2.58432 -1.71523
H 3.77490 1.08282 0.58965
H 1.97406 1.91907 3.85805
H 3.63461 1.54801 3.18608
H 0.87294 0.47193 0.41128
N -0.07336 -1.27591 0.45943
H 0.01086 -2.11861 1.17785
C 0.52495 -1.54646 -0.85055
C 0.03531 -2.95061 -1.29302
N -1.39926 -3.23883 -1.32621
C -1.92059 -2.71925 -0.32767
C -1.90890 -1.28209 0.32867
H -2.18712 -1.07555 1.22058
H -1.92443 -0.50759 -0.30432
H -3.33839 -2.67387 -0.52832
H -2.06900 -3.34610 0.70647
C -1.88356 -2.39432 -2.67572
C -1.34798 -3.09892 -3.95551
C -0.18520 -2.89685 -4.64605
C -0.23745 -4.08943 -5.79659
C -1.25752 -4.87092 -5.40156
O -1.94174 -4.42118 -4.39785
H -1.38069 -5.91497 -5.65625
H 0.47358 -4.05457 -6.32094
H 0.36988 -2.10520 -4.72434
H -1.57744 -1.48058 -2.81133
H -2.89423 -2.80435 -2.80728
H 0.41818 -3.23869 -2.28486
H 0.17481 -3.81854 -0.62527
H 1.39072 -1.75080 -0.46471
H 0.36731 -0.81521 -1.54955
H -0.46286 -0.16164 3.85177
H -2.02056 1.17379 4.99931
H -3.42919 3.01478 3.69657
H -2.59142 3.41905 1.18694
*
```

**ΔE to the lowest compared entry with this formula, charge and spin**: 574.0 kcal/mol
**HOMO energy**: -0.4193 Eh
**Calculated total energy**: -1621.18671 hartree

---

(4)
The following is a DFT calculation (ωB97M-V/def2-TZVPD) of C25H26IrN9S2 as an isolated structure in a non-equilibrium geometry.

Structure (ORCA input):
```
! wB97M-V def2-TZVPD RIJCOSX def2/J DEFGRID3
* xyz 3 6
Ir 0.31301 0.37310 -0.36304
C 0.86085 2.61717 4.82654
C 2.06181 3.08941 4.03936
N 2.30651 2.49040 2.71652
C 1.70594 1.53864 2.03610
S 2.43924 1.09370 0.47721
N 0.61787 0.87029 2.56917
N 0.11859 -0.06220 1.73222
C -0.50472 -1.07476 2.32372
C -0.99129 -1.13864 3.72327
C -0.72682 -2.21210 1.46608
C -1.91360 -2.75390 1.14642
C -1.77146 -3.96070 0.26402
C -0.10541 -4.44093 -1.09851
C 0.98050 -3.48289 -1.41316
N 1.20492 -2.59833 -0.21841
H 0.56455 3.32364 5.62297
H 1.14913 1.65869 5.23692
H 0.01868 2.53258 4.13882
H 2.99087 2.87857 4.58552
H 2.02652 4.15570 3.90035
H 3.16994 2.70515 2.21888
H -0.93562 -0.16250 4.20521
H -0.34393 -1.80915 4.26630
H -2.00029 -1.51973 3.69505
H -2.89660 -2.38005 1.41686
H -2.51302 -4.74610 0.45170
H -0.00478 -5.46266 -1.44549
H 1.90522 -3.90357 -1.85167
C 0.75356 0.98437 -5.72443
N 0.84567 -0.20708 -4.88938
C 1.15365 -1.45514 -5.40471
C 1.12920 -2.29630 -4.41618
N 0.72731 -1.61361 -3.28315
C 0.60385 -0.27975 -3.59860
S 0.06997 1.08055 -2.51252
C 0.31644 -2.19824 -2.03059
C -1.15505 -2.42198 -1.88638
C -1.48534 -3.73786 -1.29202
C -0.29529 -4.36938 0.44934
C 0.46007 -3.12867 0.99414
N 0.84776 -1.47346 -0.87692
H 1.19398 0.79653 -6.70746
H 1.34493 1.75767 -5.23320
H -0.28479 1.30509 -5.79378
H 1.51659 -1.60698 -6.41969
H 1.26738 -3.34759 -4.42356
H -1.83389 -1.64106 -2.14948
H -2.26812 -4.19766 -1.87428
H -0.12047 -5.29434 0.97132
H 1.15620 -3.33834 1.79659
N -2.87304 7.09439 0.45332
C -2.27410 6.11272 0.45454
C -1.60725 4.85712 0.44151
C -0.24377 4.71941 0.16948
C 0.23163 3.46257 -0.00604
N -0.50707 2.29519 0.10703
C -1.77066 2.46545 0.44488
C -2.38932 3.71999 0.60855
H 0.40775 5.58716 0.06464
H 1.24787 3.34810 -0.32810
H -2.43532 1.58791 0.49959
H -3.45696 3.81441 0.72662
*
```

**HOMO energy (spin up / spin down)**: -0.6040 / -0.6336 Eh
**Calculated total energy**: -2360.58927 hartree
**<S²>**: 8.801